(1)
Computed, not measured: the ion C24H26F2NO4 with charge +1, with ωB97M-V/def2-TZVPD.

Summary:
* total charge: +1
* largest force on an atom: 3.866 eV/Å
* HOMO-LUMO gap: 5.70 eV
* SMILES: CCOc1cc(COc2cc(C)ccc2C(C)C)cc2cc(F)[n+](F)c(CC(=O)O)c12
* LUMO level: -5.08 eV
* HOMO: -10.8 eV
* DFT total energy: -1485.062118 hartree
* molar mass: 430.47 Da

Last columns: bonded neighbours and bond lengths (Å).
Geometry (Å):
1 C 4.394 -0.849 3.179  C2 1.586, H32 1.133, H33 1.125, H34 1.133
2 C 4.360 -1.002 1.601  C1 1.586, O3 1.480, H35 1.132, H36 1.136
3 O 3.421 -2.050 1.145  C2 1.480, C4 1.392
4 C 2.284 -1.420 0.648  O3 1.392, C5 1.483, C31 1.503
5 C 1.336 -0.884 1.654  C4 1.483, C6 1.526, H37 1.123
6 C 0.039 -0.181 1.267  C5 1.526, C7 1.563, C19 1.467
7 C -0.833 0.362 2.446  C6 1.563, O8 1.422, H38 1.136, H39 1.128
8 O -2.224 0.486 2.181  C7 1.422, C9 1.404
9 C -2.545 1.562 1.338  O8 1.404, C10 1.493, C15 1.505
10 C -1.900 2.905 1.436  C9 1.493, C11 1.475, H40 1.129
11 C -2.215 4.051 0.562  C10 1.475, C12 1.573, C13 1.477
12 C -1.458 5.417 0.747  C11 1.573, H41 1.125, H42 1.133, H43 1.133
13 C -3.265 3.861 -0.459  C11 1.477, C14 1.498, H44 1.120
14 C -3.962 2.539 -0.560  C13 1.498, C15 1.493, H45 1.126
15 C -3.622 1.369 0.304  C9 1.505, C14 1.493, C16 1.571
16 C -4.436 0.040 0.106  C15 1.571, C17 1.601, C18 1.585, H46 1.137
17 C -5.196 -0.041 -1.302  C16 1.601, H47 1.129, H48 1.133, H49 1.136
18 C -3.594 -1.296 0.238  C16 1.585, H50 1.129, H51 1.121, H52 1.136
19 C -0.252 -0.074 -0.167  C6 1.467, C20 1.484, H53 1.117
20 C 0.689 -0.598 -1.187  C19 1.484, C21 1.514, C31 1.505
21 C 0.346 -0.418 -2.651  C20 1.514, C22 1.449, H54 1.118
22 C 1.303 -0.933 -3.609  C21 1.449, F23 1.371, N24 1.419
23 F 1.034 -0.827 -4.949  C22 1.371
24 N 2.516 -1.560 -3.221  C22 1.419, F25 1.348, C26 1.400
25 F 3.292 -1.971 -4.244  N24 1.348
26 C 2.896 -1.741 -1.886  N24 1.400, C27 1.559, C31 1.482
27 C 4.283 -2.411 -1.647  C26 1.559, C28 1.594, H55 1.131, H56 1.134
28 C 4.230 -4.003 -1.592  C27 1.594, O29 1.198, O30 1.417
29 O 5.052 -4.621 -2.207  C28 1.198
30 O 3.204 -4.627 -0.841  C28 1.417, H57 0.984
31 C 1.985 -1.267 -0.817  C4 1.503, C20 1.505, C26 1.482
32 H 3.762 -1.643 3.683  C1 1.133
33 H 5.464 -0.912 3.521  C1 1.125
34 H 3.959 0.170 3.420  C1 1.133
35 H 4.062 -0.052 1.063  C2 1.132
36 H 5.367 -1.306 1.172  C2 1.136
37 H 1.594 -0.985 2.742  C5 1.123
38 H -0.741 -0.398 3.286  C7 1.136
39 H -0.331 1.293 2.837  C7 1.128
40 H -1.112 3.075 2.226  C10 1.129
41 H -2.125 6.253 1.095  C12 1.125
42 H -0.969 5.652 -0.248  C12 1.133
43 H -0.597 5.226 1.459  C12 1.133
44 H -3.549 4.690 -1.157  C13 1.120
45 H -4.770 2.507 -1.343  C14 1.126
46 H -5.267 0.056 0.881  C16 1.137
47 H -6.079 0.659 -1.359  C17 1.129
48 H -5.543 -1.108 -1.462  C17 1.133
49 H -4.447 0.146 -2.136  C17 1.136
50 H -4.229 -2.165 -0.106  C18 1.129
51 H -2.578 -1.267 -0.235  C18 1.121
52 H -3.435 -1.475 1.349  C18 1.136
53 H -1.197 0.410 -0.515  C19 1.117
54 H -0.611 0.088 -2.927  C21 1.118
55 H 4.845 -1.976 -0.767  C27 1.131
56 H 4.933 -2.172 -2.545  C27 1.134
57 H 2.431 -4.583 -1.448  O30 0.984

(2)
Computed, not measured: a cluster of 13 separate species, C45H81N6O34P in total, with ωB97M-V/def2-TZVPD.

Summary:
* total charge: 0
* largest force on an atom: 5.829 eV/Å
* HOMO-LUMO gap: 7.48 eV
* LUMO level: -0.36 eV
* HOMO: -7.8 eV
* DFT total energy: -4990.847322 hartree
* molar mass: 1281.13 Da

Last columns: bonded neighbours and bond lengths (Å).
Geometry (Å):
1 C 9.395 -2.453 -1.479  N2 1.530, H5 1.090, H6 1.090, H7 1.090
2 N 8.383 -3.555 -1.800  C1 1.530, O3 1.247, O4 1.197
3 O 7.198 -3.503 -1.415  N2 1.247
4 O 8.910 -4.412 -2.449  N2 1.197
5 H 8.862 -1.637 -0.991  C1 1.090
6 H 9.989 -2.201 -2.358  C1 1.090
7 H 10.039 -3.045 -0.829  C1 1.090
8 C 0.227 4.884 5.951  N9 1.502, H12 1.090, H13 1.090, H14 1.090
9 N -0.419 6.238 5.899  C8 1.502, O10 1.216, O11 1.258
10 O 0.025 7.170 6.542  N9 1.216
11 O -1.490 6.370 5.252  N9 1.258
12 H -0.358 4.414 6.742  C8 1.090
13 H 1.278 4.966 6.229  C8 1.090
14 H 0.198 4.561 4.910  C8 1.090
15 C 4.188 -3.300 5.732  N16 1.471, H19 1.090, H20 1.090, H21 1.090
16 N 5.586 -3.190 6.175  C15 1.471, O17 1.221, O18 1.280
17 O 5.839 -2.266 6.933  N16 1.221
18 O 6.398 -4.100 5.789  N16 1.280
19 H 3.918 -4.333 5.512  C15 1.090
20 H 4.050 -2.775 4.787  C15 1.090
21 H 3.474 -3.006 6.502  C15 1.090
22 C 6.999 10.991 -1.801  C23 1.504, H29 1.090, H30 1.090, H31 1.090
23 C 5.836 10.064 -1.574  C22 1.504, C24 1.483, O28 1.364, H32 1.090
24 C 5.415 9.581 -2.912  C23 1.483, O25 1.413, H33 1.090, H34 1.090
25 O 5.208 8.194 -2.735  C24 1.413, C26 1.403
26 C 5.892 7.835 -1.564  O25 1.403, O27 1.261, O28 1.410
27 O 6.068 6.694 -1.057  C26 1.261
28 O 6.268 8.992 -0.851  C23 1.364, C26 1.410
29 H 6.724 11.832 -2.437  C22 1.090
30 H 7.835 10.515 -2.314  C22 1.090
31 H 7.266 11.346 -0.805  C22 1.090
32 H 5.013 10.496 -1.005  C23 1.090
33 H 6.309 9.731 -3.517  C24 1.090
34 H 4.590 10.117 -3.380  C24 1.090
35 C -2.925 -0.325 7.764  C36 1.529, H42 1.090, H43 1.090, H44 1.090
36 C -3.682 0.622 8.695  C35 1.529, C37 1.515, O41 1.459, H45 1.090
37 C -4.767 -0.164 9.402  C36 1.515, O38 1.407, H46 1.090, H47 1.090
38 O -4.474 -0.031 10.772  C37 1.407, C39 1.376
39 C -3.267 0.581 11.020  O38 1.376, O40 1.262, O41 1.308
40 O -2.707 0.778 12.133  C39 1.262
41 O -2.908 1.051 9.854  C36 1.459, C39 1.308
42 H -3.628 -0.960 7.225  C35 1.090
43 H -2.333 -0.967 8.416  C35 1.090
44 H -2.386 0.209 6.981  C35 1.090
45 H -4.184 1.390 8.105  C36 1.090
46 H -4.769 -1.236 9.206  C37 1.090
47 H -5.792 0.148 9.199  C37 1.090
48 C 2.327 3.685 -8.815  C49 1.498, H55 1.090, H56 1.090, H57 1.090
49 C 1.013 3.030 -8.518  C48 1.498, C50 1.453, O54 1.399, H58 1.090
50 C -0.166 3.879 -8.514  C49 1.453, O51 1.379, H59 1.090, H60 1.090
51 O -0.660 3.723 -9.791  C50 1.379, C52 1.269
52 C -0.178 2.669 -10.306  O51 1.269, O53 1.203, O54 1.382
53 O -0.723 2.205 -11.272  C52 1.203
54 O 0.920 2.179 -9.625  C49 1.399, C52 1.382
55 H 2.759 4.395 -8.110  C48 1.090
56 H 2.381 4.023 -9.850  C48 1.090
57 H 2.995 2.824 -8.787  C48 1.090
58 H 1.130 2.588 -7.528  C49 1.090
59 H 0.268 4.870 -8.378  C50 1.090
60 H -0.935 3.710 -7.760  C50 1.090
61 C -1.878 10.995 -3.183  C62 1.595, H68 1.090, H69 1.090, H70 1.090
62 C -0.787 10.157 -2.375  C61 1.595, C63 1.518, O67 1.364, H71 1.090
63 C -1.198 9.447 -1.098  C62 1.518, O64 1.432, H72 1.090, H73 1.090
64 O -1.018 8.079 -1.484  C63 1.432, C65 1.272
65 C -0.491 7.972 -2.637  O64 1.272, O66 1.242, O67 1.292
66 O -0.326 6.872 -3.189  C65 1.242
67 O -0.215 9.149 -3.095  C62 1.364, C65 1.292
68 H -2.514 10.318 -3.754  C61 1.090
69 H -1.354 11.469 -4.013  C61 1.090
70 H -2.430 11.792 -2.685  C61 1.090
71 H -0.005 10.868 -2.110  C62 1.090
72 H -2.141 9.882 -0.768  C63 1.090
73 H -0.449 9.722 -0.355  C63 1.090
74 C 1.329 -8.795 2.053  C75 1.561, H81 1.090, H82 1.090, H83 1.090
75 C 1.069 -10.097 2.875  C74 1.561, C76 1.467, O80 1.419, H84 1.090
76 C 1.826 -11.321 2.592  C75 1.467, O77 1.417, H85 1.090, H86 1.090
77 O 1.973 -11.884 3.884  C76 1.417, C78 1.314
78 C 1.869 -10.963 4.815  O77 1.314, O79 1.213, O80 1.325
79 O 2.184 -11.081 5.980  C78 1.213
80 O 1.436 -9.859 4.224  C75 1.419, C78 1.325
81 H 0.770 -7.969 2.493  C74 1.090
82 H 0.802 -8.956 1.112  C74 1.090
83 H 2.379 -8.504 2.062  C74 1.090
84 H 0.016 -10.380 2.898  C75 1.090
85 H 2.761 -10.948 2.174  C76 1.090
86 H 1.299 -12.013 1.935  C76 1.090
87 C 2.297 0.711 -1.916  C88 1.601, H94 1.090, H95 1.090, H96 1.090
88 C 2.454 0.351 -0.364  C87 1.601, C89 1.535, O93 1.383, H97 1.090
89 C 1.768 1.386 0.539  C88 1.535, O90 1.426, H98 1.090, H99 1.090
90 O 0.883 0.563 1.296  C89 1.426, C91 1.258
91 C 0.855 -0.622 0.875  O90 1.258, O92 1.230, O93 1.350
92 O 0.045 -1.451 1.286  C91 1.230
93 O 1.816 -0.835 -0.049  C88 1.383, C91 1.350
94 H 3.071 0.361 -2.599  C87 1.090
95 H 2.114 1.771 -2.092  C87 1.090
96 H 1.383 0.265 -2.307  C87 1.090
97 H 3.517 0.202 -0.173  C88 1.090
98 H 1.323 2.224 0.002  C89 1.090
99 H 2.617 1.761 1.111  C89 1.090
100 C 1.925 -3.834 -7.503  C101 1.591, H107 1.090, H108 1.090, H109 1.090
101 C 2.734 -5.189 -7.301  C100 1.591, C102 1.461, O106 1.441, H110 1.090
102 C 3.239 -5.401 -5.947  C101 1.461, O103 1.386, H111 1.090, H112 1.090
103 O 2.638 -6.524 -5.401  C102 1.386, C104 1.352
104 C 1.843 -7.084 -6.339  O103 1.352, O105 1.199, O106 1.320
105 O 1.001 -7.936 -6.290  C104 1.199
106 O 1.938 -6.381 -7.452  C101 1.441, C104 1.320
107 H 1.658 -3.690 -8.550  C100 1.090
108 H 2.497 -2.984 -7.132  C100 1.090
109 H 1.055 -3.920 -6.852  C100 1.090
110 H 3.532 -5.231 -8.042  C101 1.090
111 H 2.860 -4.514 -5.438  C102 1.090
112 H 4.313 -5.223 -6.006  C102 1.090
113 C -5.240 1.416 -1.544  C114 1.535, H120 1.090, H121 1.090, H122 1.090
114 C -6.289 2.058 -0.626  C113 1.535, C115 1.455, O119 1.452, H123 1.090
115 C -7.468 2.635 -1.253  C114 1.455, O116 1.400, H124 1.090, H125 1.090
116 O -8.479 2.239 -0.369  C115 1.400, C117 1.305
117 C -8.234 1.079 0.178  O116 1.305, O118 1.221, O119 1.319
118 O -8.973 0.320 0.786  C117 1.221
119 O -6.919 0.985 0.120  C114 1.452, C117 1.319
120 H -5.122 2.229 -2.259  C113 1.090
121 H -5.580 0.567 -2.138  C113 1.090
122 H -4.225 1.127 -1.271  C113 1.090
123 H -5.963 2.733 0.166  C114 1.090
124 H -7.568 2.345 -2.299  C115 1.090
125 H -7.307 3.693 -1.044  C115 1.090
126 C 7.311 4.999 4.782  C127 1.475, H133 1.090, H134 1.090, H135 1.090
127 C 6.960 6.234 5.507  C126 1.475, C128 1.528, O132 1.358, H136 1.090
128 C 7.877 7.435 5.280  C127 1.528, O129 1.360, H137 1.090, H138 1.090
129 O 7.098 8.412 4.743  C128 1.360, C130 1.320
130 C 5.891 7.930 4.512  O129 1.320, O131 1.204, O132 1.346
131 O 5.031 8.614 4.023  C130 1.204
132 O 5.768 6.705 5.056  C127 1.358, C130 1.346
133 H 8.231 4.486 5.064  C126 1.090
134 H 7.270 5.085 3.696  C126 1.090
135 H 6.554 4.234 4.956  C126 1.090
136 H 6.847 5.994 6.564  C127 1.090
137 H 8.681 7.073 4.639  C128 1.090
138 H 8.507 7.900 6.038  C128 1.090
139 O -7.677 -9.402 0.113  P140 1.544
140 P -7.213 -8.026 -0.413  O139 1.544, N141 1.763, N144 1.693, N147 1.679
141 N -6.119 -8.273 -1.773  P140 1.763, C142 1.484, C143 1.451
142 C -5.860 -7.345 -2.901  N141 1.484, H150 1.090, H151 1.090, H152 1.090
143 C -5.113 -9.297 -1.561  N141 1.451, H153 1.090, H154 1.090, H155 1.090
144 N -6.517 -7.030 0.766  P140 1.693, C145 1.500, C146 1.484
145 C -5.658 -5.835 0.478  N144 1.500, H156 1.090, H157 1.090, H158 1.090
146 C -7.058 -6.993 2.147  N144 1.484, H159 1.090, H160 1.090, H161 1.090
147 N -8.463 -6.972 -0.791  P140 1.679, C148 1.445, C149 1.431
148 C -9.795 -7.148 -0.259  N147 1.445, H162 1.090, H163 1.090, H164 1.090
149 C -8.426 -5.764 -1.558  N147 1.431, H165 1.090, H166 1.090, H167 1.090
150 H -5.051 -7.662 -3.559  C142 1.090
151 H -5.511 -6.388 -2.513  C142 1.090
152 H -6.856 -7.250 -3.332  C142 1.090
153 H -4.810 -9.245 -0.515  C143 1.090
154 H -4.212 -9.155 -2.159  C143 1.090
155 H -5.489 -10.313 -1.682  C143 1.090
156 H -5.086 -5.981 -0.439  C145 1.090
157 H -6.268 -4.952 0.288  C145 1.090
158 H -4.986 -5.699 1.325  C145 1.090
159 H -8.096 -6.662 2.132  C146 1.090
160 H -6.975 -7.931 2.696  C146 1.090
161 H -6.443 -6.265 2.678  C146 1.090
162 H -10.255 -6.189 -0.022  C148 1.090
163 H -10.522 -7.723 -0.834  C148 1.090
164 H -9.600 -7.735 0.638  C148 1.090
165 H -8.683 -4.847 -1.028  C149 1.090
166 H -9.202 -5.822 -2.322  C149 1.090
167 H -7.419 -5.439 -1.819  C149 1.090

- What is the formula in the second record?
  C45H81N6O34P

- What is the total charge in the first record?
  +1

- Which of these has the highest HOMO-LUMO gap?
  C45H81N6O34P